Molecular formula: C5H4N
Method: DFT, wB97M-V/def2-TZVPD

Summary:
- spin multiplicity = 1
- total charge = +1
- energy above the lowest of the compared OMol25 structures with the same formula, charge and spin (kcal/mol) = 77.90
- LUMO energy (spin up / spin down) (eV) = -7.90 / -7.90
- HOMO energy (spin up / spin down) (eV) = -15.3327 / -15.3421
- strongest force on any atom (hartree/bohr) = 0.11175

Last column: Mulliken charge in e.
Cartesian coordinates (Å):
C: 3.852 -0.523 -0.080  -0.258
C: 0.260 0.367 0.052  0.705
C: 1.596 0.718 0.000  -0.601
C: 2.758 0.033 0.170  0.154
C: -2.118 -0.397 0.015  -0.598
N: -0.818 -0.043 -0.013  0.197
H: 1.846 1.669 -0.276  0.400
H: -2.754 0.400 0.055  0.343
H: -2.176 -1.182 -0.777  0.321
H: -2.448 -1.041 0.853  0.338

=====

Molecular formula: C5H4N2
Method: DFT, wB97M-V/def2-TZVPD

Summary:
- spin multiplicity = 1
- energy above the lowest of the compared OMol25 structures with the same formula, charge and spin (kcal/mol) = 124.30
- LUMO energy (eV) = -0.05
- HOMO energy (eV) = -8.5995
- SMILES string = C#C/C(C#N)=C\N
- strongest force on any atom (hartree/bohr) = 0.21632

Last column: Mulliken charge in e.
Cartesian coordinates (Å):
C: -0.616 0.982 -0.048  -0.071
C: -0.484 -0.368 0.318  0.239
C: 0.759 -1.131 0.194  -0.292
C: 1.869 -1.664 -0.267  -0.307
C: -1.890 -0.890 0.022  0.199
H: 0.451 2.582 0.047  0.266
H: 1.409 1.014 0.163  0.203
H: -1.528 1.462 -0.267  0.419
H: 2.606 -2.580 0.037  0.269
N: 0.598 1.518 -0.076  -0.389
N: -3.175 -0.924 -0.122  -0.537

=====

Molecular formula: C5H4N2
Method: DFT, wB97M-V/def2-TZVPD

Summary:
- spin multiplicity = 1
- energy above the lowest of the compared OMol25 structures with the same formula, charge and spin (kcal/mol) = 133.38
- LUMO energy (eV) = -1.07
- HOMO energy (eV) = -8.3012
- strongest force on any atom (hartree/bohr) = 0.02346

Last column: Mulliken charge in e.
Cartesian coordinates (Å):
C: -2.524 -0.446 0.433  -0.582
C: -1.432 -0.136 -0.410  -0.251
C: -0.239 0.335 0.023  0.312
N: 0.445 0.888 1.013  -0.343
C: 1.202 0.522 -0.201  -0.103
C: 2.053 -0.658 -0.197  0.178
N: 2.750 -1.579 -0.186  -0.341
H: -3.407 -0.708 -0.186  0.165
H: -1.443 -0.085 -1.477  0.318
H: 0.542 0.434 1.908  0.305
H: 1.600 1.362 -0.752  0.342

=====

Molecular formula: C5H4N2
Method: DFT, wB97M-V/def2-TZVPD

Summary:
- spin multiplicity = 1
- energy above the lowest of the compared OMol25 structures with the same formula, charge and spin (kcal/mol) = 96.43
- LUMO energy (eV) = 0.14
- HOMO energy (eV) = -9.9352
- SMILES string = C#C[C@H]1N[C@H]1C#N
- strongest force on any atom (hartree/bohr) = 0.02077

Last column: Mulliken charge in e.
Cartesian coordinates (Å):
C: 2.571 0.351 0.119  -0.106
C: 1.389 0.416 0.361  -0.675
C: 0.291 -0.374 -0.173  0.293
N: -0.688 -1.124 0.584  -0.557
C: -1.147 -0.105 -0.371  0.001
C: -1.851 1.068 0.080  0.142
N: -2.507 1.962 0.408  -0.405
H: 3.515 0.031 -0.251  0.350
H: 0.715 -0.945 -0.990  0.319
H: -0.757 -0.766 1.535  0.291
H: -1.530 -0.513 -1.302  0.347

=====

Molecular formula: C5H4N2
Method: DFT, wB97M-V/def2-TZVPD

Summary:
- spin multiplicity = 1
- energy above the lowest of the compared OMol25 structures with the same formula, charge and spin (kcal/mol) = 143.23
- LUMO energy (spin up / spin down) (eV) = -1.73 / -1.74
- HOMO energy (spin up / spin down) (eV) = -9.5968 / -9.5963
- strongest force on any atom (hartree/bohr) = 0.09184

Last column: Mulliken charge in e.
Cartesian coordinates (Å):
C: 0.687 -0.964 -1.935  -0.688
C: -0.187 -0.651 -1.058  0.373
C: -0.577 -0.032 0.059  0.604
C: -0.161 1.329 0.312  -0.532
N: -0.075 1.534 1.599  -0.407
N: -0.441 0.376 2.267  -0.441
C: -0.698 -0.554 1.383  -0.355
H: 0.754 -1.478 -2.911  0.286
H: -0.033 2.111 -0.429  0.464
H: 1.642 -0.088 -0.932  0.274
H: -0.911 -1.583 1.644  0.421

=====

Molecular formula: C5H4N2
Method: DFT, wB97M-V/def2-TZVPD

Summary:
- spin multiplicity = 1
- energy above the lowest of the compared OMol25 structures with the same formula, charge and spin (kcal/mol) = 56.25
- LUMO energy (eV) = 0.09
- HOMO energy (eV) = -9.1855
- SMILES string = N#Cc1ccc[nH]1
- strongest force on any atom (hartree/bohr) = 0.17375

Last column: Mulliken charge in e.
Cartesian coordinates (Å):
C: -1.428 0.014 1.791  0.164
C: -0.548 0.296 0.745  0.013
C: 0.850 0.038 0.628  -0.082
C: 1.239 -0.165 -0.669  -0.291
C: 0.217 -0.143 -1.542  -0.296
H: 1.529 -0.346 1.499  0.296
H: 2.448 0.032 -0.822  0.225
H: 0.302 0.151 -2.567  0.315
H: -1.695 0.396 -1.170  0.206
N: -2.018 -0.385 2.810  -0.453
N: -0.895 0.112 -0.702  -0.099

=====

Molecular formula: C5H4N2O
Method: DFT, wB97M-V/def2-TZVPD

Summary:
- spin multiplicity = 1
- energy above the lowest of the compared OMol25 structures with the same formula, charge and spin (kcal/mol) = 61.01
- LUMO energy (eV) = 0.71
- HOMO energy (eV) = -8.0445
- strongest force on any atom (hartree/bohr) = 0.10753

Last column: Mulliken charge in e.
Cartesian coordinates (Å):
C: 1.091 1.699 -0.167  -0.311
C: 1.261 0.688 -1.121  -0.437
C: 0.298 -0.298 -0.702  0.186
C: -1.034 -1.587 0.580  -0.319
C: -0.403 0.232 0.374  0.496
H: 1.534 2.631 -0.294  0.466
H: 1.779 0.554 -2.205  0.239
H: 0.032 -2.671 -0.911  0.326
H: -1.408 -2.487 0.679  0.464
N: -0.250 -1.575 -0.639  -0.213
N: -1.270 -0.421 1.097  -0.567
O: 0.179 1.442 0.718  -0.331

=====

Molecular formula: C5H4N2O
Method: DFT, wB97M-V/def2-TZVPD

Summary:
- spin multiplicity = 1
- energy above the lowest of the compared OMol25 structures with the same formula, charge and spin (kcal/mol) = 55.97
- LUMO energy (eV) = -1.77
- HOMO energy (eV) = -9.8995
- SMILES string = C=CC1=NN=CC1=O
- strongest force on any atom (hartree/bohr) = 0.07289

Last column: Mulliken charge in e.
Cartesian coordinates (Å):
C: 2.798 -0.195 0.004  -0.705
C: 1.661 0.530 0.006  -0.278
C: 0.329 -0.020 -0.038  0.490
C: -1.956 -0.364 0.037  -0.330
C: -0.921 0.735 -0.071  0.833
H: 3.801 0.175 0.142  0.283
H: 2.715 -1.275 -0.062  0.296
H: 1.711 1.622 0.017  0.316
H: -3.041 -0.254 0.100  0.416
N: 0.172 -1.309 0.008  -0.380
N: -1.370 -1.513 -0.005  -0.452
O: -1.033 1.921 0.019  -0.489

=====

Molecular formula: C5H4N2O
Method: DFT, wB97M-V/def2-TZVPD

Summary:
- spin multiplicity = 1
- energy above the lowest of the compared OMol25 structures with the same formula, charge and spin (kcal/mol) = 112.74
- LUMO energy (eV) = -0.34
- HOMO energy (eV) = -9.7087
- SMILES string = C#C[C@]1(O)C=CN=N1
- strongest force on any atom (hartree/bohr) = 0.15679

Last column: Mulliken charge in e.
Cartesian coordinates (Å):
C: -2.371 0.418 -0.857  0.521
C: -1.349 0.157 -0.370  -1.472
C: 0.853 0.138 1.042  -0.508
C: 1.652 1.000 0.437  -0.336
C: 0.162 -0.673 0.007  1.197
N: 1.551 0.736 -0.997  -0.302
N: 0.749 -0.198 -1.233  -0.248
O: -0.082 -1.966 0.225  -0.547
H: -3.311 0.755 -1.105  0.504
H: 0.814 0.136 2.129  0.324
H: 2.357 1.704 0.846  0.426
H: -1.026 -2.207 -0.123  0.440

=====

Molecular formula: C5H4N2O
Method: DFT, wB97M-V/def2-TZVPD

Summary:
- spin multiplicity = 1
- energy above the lowest of the compared OMol25 structures with the same formula, charge and spin (kcal/mol) = 111.87
- LUMO energy (eV) = -0.55
- HOMO energy (eV) = -8.3475
- strongest force on any atom (hartree/bohr) = 0.13260

Last column: Mulliken charge in e.
Cartesian coordinates (Å):
C: 2.058 0.120 -0.119  -0.296
C: 1.227 1.198 0.189  -0.584
C: -0.088 0.688 0.135  0.567
C: -2.071 -0.156 -0.081  0.112
C: 0.115 -0.634 0.116  0.287
H: 3.087 0.070 -0.561  0.362
H: 1.638 2.326 -0.278  0.198
H: -3.305 -0.348 -0.147  0.298
H: 1.696 -2.117 0.852  0.421
N: -1.225 -1.189 -0.029  -0.556
N: 1.397 -1.076 -0.128  -0.412
O: -1.470 1.079 -0.027  -0.397

=====

Molecular formula: C5H4N2O2
Method: DFT, wB97M-V/def2-TZVPD

Summary:
- spin multiplicity = 1
- energy above the lowest of the compared OMol25 structures with the same formula, charge and spin (kcal/mol) = 127.97
- LUMO energy (eV) = -0.05
- HOMO energy (eV) = -9.3357
- SMILES string = C#C/C=N\N=C\OC=O
- strongest force on any atom (hartree/bohr) = 0.23012

Last column: Mulliken charge in e.
Cartesian coordinates (Å):
C: -0.086 0.278 -2.781  0.173
C: -1.384 0.686 -0.699  0.144
C: -0.158 -0.104 2.293  -0.319
C: 1.083 -0.715 1.970  -0.138
C: 2.087 -1.333 1.703  0.031
H: -0.345 0.480 -3.867  0.307
H: -2.124 1.480 -0.278  0.363
H: -0.157 0.233 3.347  0.273
H: 3.014 -1.591 1.181  0.345
N: -0.663 -0.011 0.142  -0.181
N: -0.876 0.313 1.481  -0.344
O: 0.814 -0.504 -2.463  -0.393
O: -1.203 0.789 -2.030  -0.263

=====

Molecular formula: C5H4N2O2
Method: DFT, wB97M-V/def2-TZVPD

Summary:
- spin multiplicity = 1
- energy above the lowest of the compared OMol25 structures with the same formula, charge and spin (kcal/mol) = 32.07
- LUMO energy (eV) = 0.36
- HOMO energy (eV) = -8.4177
- SMILES string = N#Cc1cc(N)c(O)o1
- strongest force on any atom (hartree/bohr) = 0.03136

Last column: Mulliken charge in e.
Cartesian coordinates (Å):
C: 0.711 -0.473 -0.068  0.528
C: -0.629 -0.997 -0.057  -0.474
C: -1.458 0.074 -0.048  0.158
C: 0.575 0.893 -0.038  0.328
C: -2.888 0.173 -0.011  0.113
H: 2.710 -0.704 -0.405  0.262
H: 2.137 -1.642 0.836  0.251
H: -0.869 -2.050 -0.085  0.453
H: 1.089 2.722 0.056  0.350
N: 1.908 -1.244 -0.089  -0.626
N: -4.052 0.149 -0.007  -0.450
O: -0.728 1.249 -0.094  -0.383
O: 1.496 1.850 0.011  -0.508